[1]
80
Properties=species:S:1:pos:R:3:forces:R:3 method="wB97M-V/def2-TZVPD" multiplicity=1 e_tot_ha=-2735.424451 gap_ev=7.61 lumo_energy_ev=-0.64
O 2.2294 0.8229 -0.4797 -1.10 2.78 -0.18
P 2.2942 2.5179 -0.8845 0.73 -0.19 -0.15
O 3.4412 3.2455 0.2520 -3.91 -2.34 -0.01
S 2.9372 2.8115 -2.7336 -0.69 -0.25 1.80
C 0.5664 3.3052 -0.5694 -5.18 2.24 1.38
C -0.0588 3.5865 0.9535 -1.49 0.75 -3.18
C -1.5578 4.2936 1.1703 0.57 -0.50 -3.28
C -2.5375 4.7267 -0.1142 4.47 -1.88 -0.51
C -1.9119 4.4148 -1.6336 1.40 -0.93 3.54
C -0.4282 3.7454 -1.8373 -0.78 0.16 2.82
S -3.0882 4.8751 -3.0675 -0.51 -1.23 2.20
C -4.7873 4.3469 -2.3702 -2.75 -1.06 2.28
C -5.9578 3.6095 -3.2621 -0.68 0.66 4.48
C -7.3635 3.1748 -2.4793 2.56 1.69 2.57
C -7.5512 3.4608 -0.8565 3.33 1.40 -1.25
C -6.3729 4.2314 0.0368 1.06 -0.80 -4.70
C -4.9809 4.6687 -0.7403 -3.35 -2.11 -1.34
N -3.9071 5.3666 0.0940 0.54 -1.09 -2.67
H 1.3025 0.4476 -0.5687 1.16 0.72 0.21
H 3.0059 3.0755 1.1609 1.15 0.48 -1.68
H 0.6312 3.2510 1.8658 -2.10 0.92 -1.89
H -2.0065 4.4998 2.2528 1.30 -0.59 -2.58
H 0.0061 3.5288 -2.9082 -1.13 0.60 2.29
H -5.8187 3.3831 -4.4047 -0.22 0.56 2.60
H -8.2716 2.6329 -3.0280 2.41 1.36 1.18
H -8.5212 3.1474 -0.2399 2.28 0.68 -1.82
H -6.4793 4.4836 1.1838 0.19 -0.66 -2.68
H -3.9133 6.3621 -0.2831 0.48 -1.53 0.65
C -0.2476 -3.6012 -0.7355 -0.02 -0.54 0.45
C -1.1583 -2.8525 -1.6741 -0.06 0.07 -0.61
C -1.5576 -1.6549 -0.8399 -0.36 0.27 0.15
O -0.4582 -1.3734 0.0371 0.11 -0.01 -0.18
C 0.4595 -2.4746 -0.0145 0.42 0.17 0.05
H 0.4414 -4.2822 -1.2416 -0.07 0.08 0.08
H -0.8453 -4.1834 -0.0241 0.13 0.03 -0.18
H -0.5938 -2.5232 -2.5544 -0.10 -0.02 0.04
H -2.0148 -3.4385 -2.0167 0.10 0.06 0.08
H -2.4320 -1.8767 -0.2190 -0.04 0.01 -0.08
H -1.7770 -0.7737 -1.4497 0.05 0.00 0.16
H 1.3460 -2.1448 -0.5671 0.09 -0.09 0.05
H 0.7626 -2.7498 0.9994 -0.05 0.15 -0.05
C 7.5718 0.7536 -1.2635 0.31 -0.37 -0.39
C 6.2075 1.3661 -1.0778 -0.33 0.53 -0.16
C 5.7059 0.6534 0.1591 -0.27 -0.28 0.24
O 6.8572 0.3419 0.9557 0.14 0.09 -0.29
C 8.0328 0.5683 0.1657 0.16 0.06 0.41
H 8.2536 1.3700 -1.8548 -0.05 -0.08 0.08
H 7.4768 -0.2219 -1.7550 0.06 0.10 0.03
H 6.3073 2.4392 -0.8761 -0.10 -0.10 -0.05
H 5.5477 1.2401 -1.9399 0.04 0.06 0.16
H 5.2125 -0.2899 -0.0982 -0.11 0.05 -0.04
H 5.0096 1.2639 0.7413 0.15 -0.13 -0.01
H 8.5211 1.4725 0.5452 0.10 -0.01 -0.06
H 8.7211 -0.2738 0.2790 -0.09 0.04 0.11
C -1.7476 -8.4806 -1.8285 0.02 -0.58 0.31
C -2.6583 -7.7319 -2.7670 -0.09 0.08 -0.65
C -3.0576 -6.5343 -1.9329 -0.24 0.26 0.28
O -1.9582 -6.2528 -1.0558 -0.09 -0.32 -0.22
C -1.0405 -7.3540 -1.1074 0.32 0.30 0.13
H -1.0586 -9.1616 -2.3345 -0.06 0.09 0.08
H -2.3453 -9.0628 -1.1170 0.11 0.03 -0.07
H -2.0938 -7.4026 -3.6473 -0.10 -0.04 0.06
H -3.5148 -8.3180 -3.1096 0.09 0.10 0.04
H -3.9320 -6.7561 -1.3120 -0.07 0.01 -0.09
H -3.2770 -5.6531 -2.5426 0.06 -0.01 0.13
H -0.1540 -7.0242 -1.6600 0.07 -0.09 0.03
H -0.7374 -7.6292 -0.0935 -0.05 0.14 -0.06
C 1.0046 0.4138 5.1971 0.01 -0.62 -0.21
C 1.9882 1.4694 5.6318 0.29 0.21 0.54
C 1.8841 2.4804 4.5108 0.07 0.31 -0.26
O 0.5424 2.4086 4.0091 0.22 -0.14 0.17
C -0.0878 1.2429 4.5580 -0.51 0.08 -0.05
H 0.6409 -0.2120 6.0160 0.01 0.08 -0.12
H 1.4671 -0.2378 4.4462 -0.09 0.03 0.10
H 1.6555 1.9206 6.5740 0.09 -0.02 -0.10
H 3.0043 1.0923 5.7733 -0.11 0.08 -0.04
H 2.5624 2.2324 3.6876 0.15 -0.02 0.03
H 2.0984 3.4998 4.8445 -0.10 -0.06 -0.11
H -0.8184 1.5776 5.3024 -0.03 -0.08 -0.01
H -0.6168 0.7031 3.7679 0.05 0.16 0.00



[2]
91
Properties=species:S:1:pos:R:3:forces:R:3 method="wB97M-V/def2-TZVPD" multiplicity=1 e_tot_ha=-2672.235700 e_above_lowest_kcal_mol=43.1 gap_ev=10.63 lumo_energy_ev=0.26
C -2.5631 5.6391 3.2115 0.38 -0.07 0.79
C -2.6827 7.0317 2.7009 0.80 2.18 -0.91
C -2.6933 8.2021 3.7438 0.15 -1.35 0.55
O -1.5945 9.0255 3.3856 -0.97 0.50 0.50
C -0.8490 8.4418 2.4426 0.85 0.21 0.16
O 0.2084 8.8851 2.1132 -0.29 -0.31 -0.43
O -1.4333 7.3297 1.9992 0.51 -0.46 -0.11
H -2.3631 4.9821 2.3682 -0.36 -0.38 0.23
H -3.3593 5.3406 3.8955 -0.48 -0.13 -0.63
H -1.6981 5.5975 3.8830 0.24 0.12 -0.30
H -3.3469 7.2308 1.8557 -0.86 -0.56 0.65
H -2.4771 7.7772 4.7298 0.04 0.02 0.01
H -3.6182 8.7600 3.8658 0.03 0.18 -0.55
C -0.8494 -4.2836 -2.6892 0.10 0.17 -0.14
C -1.2568 -5.7343 -2.9329 0.17 0.56 0.26
C -0.0965 -6.7419 -2.9494 0.68 0.18 -1.69
O -0.2540 -7.5252 -1.7869 0.20 -0.17 -0.12
C -1.3944 -7.1978 -1.1695 -0.55 0.69 -0.31
O -1.8032 -7.6641 -0.1642 -0.06 -0.51 0.52
O -2.0587 -6.2166 -1.8446 0.32 -0.31 0.10
H -1.4177 -3.8085 -1.8903 -0.06 -0.27 -0.04
H -1.0429 -3.6950 -3.5873 0.23 0.02 -0.03
H 0.2055 -4.2162 -2.4220 0.00 0.10 -0.03
H -1.8687 -5.7650 -3.8321 0.00 -0.36 0.01
H 0.9149 -6.3328 -3.0331 -0.19 0.57 0.95
H -0.0606 -7.3176 -3.8827 -0.80 -0.67 0.40
C -4.2349 -5.1328 2.4494 -0.28 0.09 -0.73
C -3.3981 -5.1501 1.1614 -0.31 -0.11 1.76
C -3.4785 -3.9242 0.2847 -1.01 0.10 -0.10
O -2.1459 -3.4697 0.1478 -0.19 0.63 -0.30
C -1.3536 -4.0805 1.0428 -0.53 -0.29 -0.35
O -0.2115 -3.7777 1.1843 0.29 -0.24 0.41
O -2.0513 -5.0308 1.6716 1.00 -0.65 -0.04
H -4.0039 -6.0579 2.9733 -0.03 0.14 0.27
H -5.3077 -5.1159 2.2423 0.04 -0.05 -0.10
H -3.9893 -4.2569 3.0484 0.06 -0.07 0.09
H -3.6026 -6.1182 0.7040 0.76 0.15 -0.47
H -4.0847 -3.1916 0.8268 0.15 0.31 -0.37
H -3.8876 -4.1038 -0.7069 -0.03 0.00 0.03
C 8.2048 0.5161 -1.8349 -0.88 1.49 0.80
C 7.0682 -0.2049 -2.5127 0.13 0.04 0.01
C 7.1883 -1.7271 -2.5461 -0.57 0.32 -0.64
O 5.8720 -2.1901 -2.2245 0.03 -0.32 0.14
C 5.1450 -1.1781 -1.7326 -0.18 0.44 -0.20
O 4.0508 -1.2514 -1.2772 -0.33 -0.40 0.14
O 5.7943 -0.0146 -1.8688 0.70 0.57 0.32
H 9.1846 0.3402 -2.2683 -0.04 -0.32 -0.02
H 8.1950 0.4449 -0.7449 0.22 -0.71 -0.07
H 7.9737 1.5805 -1.9626 0.33 0.01 -0.19
H 6.9776 0.2899 -3.4812 -0.15 -0.61 -0.33
H 7.8747 -2.1114 -1.7965 0.21 -0.07 -0.18
H 7.3866 -2.0362 -3.5697 0.42 -0.42 0.22
C -1.2842 -0.1355 -5.0413 -0.97 -1.72 -0.88
C -2.4617 0.3782 -4.2381 2.35 0.48 0.71
C -3.2311 1.5327 -4.8793 1.00 -0.35 1.20
O -4.5719 1.0810 -4.7499 0.02 -0.21 -0.60
C -4.6080 -0.2176 -4.3034 -0.56 0.13 -0.04
O -5.6091 -0.8470 -4.2032 0.07 0.11 -0.02
O -3.3827 -0.6777 -3.9731 -0.26 0.90 -0.65
H -0.9074 -1.0385 -4.5538 0.54 0.43 0.36
H -0.5078 0.5688 -5.3222 -0.02 0.19 0.41
H -1.6717 -0.5944 -5.9619 -0.04 0.46 -0.21
H -2.0249 0.6895 -3.2846 -0.44 0.04 0.20
H -2.7840 1.7590 -5.8511 -1.11 -0.43 -0.58
H -3.0482 2.4431 -4.3059 -0.53 -0.03 0.17
C 0.4605 2.8931 4.7292 -0.30 -0.32 0.55
C 1.7492 3.3602 5.4197 -1.67 0.56 -0.43
C 3.0310 2.8254 4.8080 -1.15 -0.48 -0.96
O 3.8106 3.9715 4.5346 -0.03 0.36 0.63
C 3.0630 5.1007 4.7751 0.36 -0.08 0.00
O 3.4739 6.1993 4.6100 -0.03 0.03 -0.06
O 1.8286 4.7877 5.2226 0.78 -0.29 0.02
H 0.2812 1.8561 5.0261 0.02 -0.10 -0.32
H 0.4057 3.0018 3.6455 0.66 -0.16 -0.05
H -0.4280 3.4358 5.0600 0.27 0.18 0.45
H 1.6709 3.1754 6.4923 0.10 0.06 0.01
H 2.7486 2.3820 3.8457 0.33 -0.18 0.08
H 3.4723 2.0536 5.4363 0.60 0.41 0.01
C -0.1258 -0.8875 -1.4130 0.29 -0.51 0.06
C -0.2408 -0.5888 0.0555 1.43 -0.39 1.18
C 1.0460 0.0344 0.6544 0.31 -0.33 -0.21
O 0.6318 1.2669 1.2716 0.01 -0.39 -0.41
C -0.6697 1.4656 0.9805 0.29 -0.03 0.59
O -1.2901 2.4292 1.2909 -0.17 0.53 0.12
O -1.1910 0.4090 0.3692 -1.22 -0.06 -0.83
H 0.5681 -0.1701 -1.8543 -0.67 0.32 -0.52
H -1.1151 -1.0201 -1.8510 0.07 0.52 -0.27
H 0.3714 -1.8453 -1.5872 0.04 -0.07 0.43
H -0.4470 -1.4839 0.6475 -0.42 0.11 -0.32
H 1.7873 0.2422 -0.1170 0.06 0.13 0.08
H 1.4874 -0.6283 1.3948 0.06 0.18 0.14



[3]
91
Properties=species:S:1:pos:R:3:forces:R:3 method="wB97M-V/def2-TZVPD" multiplicity=1 e_tot_ha=-2672.304413 e_above_lowest_kcal_mol=0.0 gap_ev=10.74 lumo_energy_ev=0.36
C -17.3399 4.7759 -7.9728 -0.14 0.74 -0.32
C -16.8109 5.6620 -6.8712 0.24 0.13 -0.07
C -17.7856 5.9831 -5.7313 0.41 0.00 0.19
O -17.0080 5.7902 -4.5420 0.05 -0.19 -0.12
C -15.8393 5.1891 -4.8459 -0.49 0.00 -0.12
O -15.0523 4.8014 -4.0489 0.37 -0.14 0.24
O -15.6994 5.0574 -6.1796 -0.07 -0.18 -0.08
H -16.6113 4.7380 -8.7820 0.07 -0.41 0.09
H -18.1912 5.3131 -8.4082 -0.10 -0.19 0.08
H -17.6651 3.7851 -7.6654 0.15 -0.04 0.12
H -16.4055 6.5680 -7.3290 -0.15 0.10 0.10
H -18.6315 5.2959 -5.7333 -0.06 0.04 0.11
H -18.1087 7.0191 -5.6970 -0.22 -0.02 -0.30
C -18.3808 -2.5536 -4.5901 0.56 1.33 1.30
C -17.2429 -2.0897 -5.4817 -0.58 -2.35 -0.30
C -17.0377 -3.0639 -6.6614 0.70 0.37 -0.29
O -16.9384 -2.1819 -7.7941 -0.25 -0.21 -0.02
C -17.3278 -0.9371 -7.4443 0.09 -0.06 0.34
O -17.4506 -0.0191 -8.1821 -0.05 0.06 -0.19
O -17.5522 -0.8642 -6.1062 0.18 0.30 -0.07
H -18.4373 -1.7946 -3.7976 -0.33 -0.07 -0.08
H -18.1102 -3.4443 -4.0224 -0.06 -0.31 -0.45
H -19.3560 -2.6105 -5.0653 0.10 -0.22 -0.30
H -16.3017 -2.1075 -4.9352 -0.08 0.83 0.21
H -17.8152 -3.8131 -6.8134 -0.30 0.31 -0.05
H -16.0910 -3.5991 -6.5756 -0.02 0.05 -0.01
C -19.1979 4.0985 1.6850 0.41 -0.89 -0.07
C -18.1786 3.8889 0.5948 0.31 0.20 -0.19
C -18.7193 4.0509 -0.8183 -0.47 0.52 0.05
O -17.6491 4.6859 -1.5295 0.20 -0.51 -0.04
C -16.7397 5.1510 -0.6418 -0.29 0.28 0.21
O -15.7397 5.7172 -0.9348 0.12 0.07 -0.02
O -17.1576 4.9218 0.6268 -0.04 -0.13 -0.15
H -18.6924 4.0797 2.6499 -0.08 0.40 0.05
H -19.8380 3.2119 1.6869 -0.21 0.19 -0.11
H -19.7760 5.0001 1.5095 -0.02 0.11 0.21
H -17.6261 2.9550 0.7144 -0.30 -0.19 0.00
H -19.5639 4.7490 -0.8216 0.01 -0.02 0.06
H -19.0494 3.1396 -1.3066 0.36 -0.14 0.02
C -15.6699 -2.6766 0.6860 -0.22 0.46 0.15
C -15.1654 -3.4749 -0.4889 -0.45 -0.18 0.29
C -16.1780 -4.0673 -1.4852 -0.71 0.19 0.95
O -15.7008 -3.6489 -2.7501 0.09 -0.68 -0.28
C -14.6404 -2.8327 -2.6108 -0.45 0.62 0.04
O -14.0809 -2.3178 -3.5261 0.22 -0.07 -0.01
O -14.3896 -2.5934 -1.3107 0.39 -0.34 -0.19
H -16.2829 -3.2410 1.3903 0.15 -0.30 -0.13
H -16.2711 -1.8208 0.3739 0.04 -0.07 -0.21
H -14.7992 -2.2924 1.2187 -0.06 -0.03 0.11
H -14.5460 -4.2924 -0.1102 0.35 0.18 -0.20
H -17.2022 -3.7077 -1.3478 0.19 0.40 -0.04
H -16.2474 -5.1496 -1.3614 0.38 -0.04 -0.54
C -12.5604 4.7081 -8.0038 -0.30 -0.12 -0.61
C -12.8196 3.4189 -8.7658 0.52 0.14 -0.14
C -13.0734 2.1936 -7.8859 -0.71 0.44 0.74
O -14.3213 1.6655 -8.3586 0.34 -0.35 -0.04
C -14.7995 2.4196 -9.3564 0.24 0.65 -0.50
O -15.7801 2.2232 -9.9899 -0.27 -0.19 0.12
O -13.9888 3.4972 -9.5868 0.01 -0.23 0.38
H -11.7669 4.5169 -7.2832 -0.01 0.21 0.12
H -13.4632 5.0856 -7.5250 0.05 -0.21 0.25
H -12.2362 5.4563 -8.7277 0.13 0.10 0.17
H -11.9653 3.2751 -9.4333 -0.10 -0.27 -0.04
H -13.2484 2.5009 -6.8502 0.11 0.00 -0.04
H -12.2986 1.4324 -7.8783 -0.03 -0.09 -0.36
C -15.1773 1.5132 -4.6127 -0.50 0.73 -0.38
C -15.2226 0.9299 -3.2295 -0.44 -0.11 -0.22
C -15.6780 1.8748 -2.1334 -0.28 -0.08 0.63
O -16.4325 0.9886 -1.2425 -0.13 0.17 -0.22
C -16.8683 -0.0450 -1.9744 0.69 -0.41 -0.05
O -17.5667 -0.9452 -1.5977 -0.29 0.21 0.35
O -16.3224 -0.0219 -3.1935 0.02 -0.28 -0.22
H -14.7709 0.8451 -5.3682 0.21 -0.08 0.16
H -14.6912 2.4919 -4.6290 0.39 -0.24 0.09
H -16.1993 1.7426 -4.9337 -0.04 -0.17 0.11
H -14.3266 0.3567 -2.9867 0.08 0.16 0.15
H -16.3667 2.6385 -2.4983 0.09 0.01 -0.11
H -14.9194 2.3397 -1.5116 0.21 -0.01 -0.23
C -20.7849 -3.0822 -1.3197 -0.04 -0.23 0.13
C -21.3864 -1.8723 -0.6464 0.31 -0.13 0.59
C -21.1580 -1.7934 0.8792 -0.43 -0.54 0.06
O -20.4720 -0.5722 1.0918 0.06 0.22 -0.25
C -20.2527 0.0449 -0.1004 0.40 -0.64 0.17
O -19.6976 1.0870 -0.2193 -0.09 0.36 0.06
O -20.6774 -0.7194 -1.1168 -0.61 0.38 -0.16
H -21.0690 -4.0067 -0.8119 -0.09 0.07 0.05
H -19.6992 -2.9842 -1.2748 0.01 -0.04 -0.10
H -21.1072 -3.1669 -2.3557 0.10 0.10 -0.05
H -22.4579 -1.7767 -0.8254 0.09 0.19 -0.41
H -20.6020 -2.6527 1.2620 0.36 0.25 -0.07
H -22.0979 -1.7721 1.4330 -0.01 0.13 -0.07